[1]
Molecular formula: C27H23CrO9S5
Method: DFT, wB97M-V/def2-TZVPD

Each line ends with the Löwdin charge.
Element x y z (Å)
Cr 0.911 -0.197 0.569  0.458
O -1.559 3.164 2.074  -0.337
S -1.454 1.709 2.050  0.508
O -2.700 1.040 1.667  -0.317
O -0.237 1.328 1.334  -0.421
C -1.151 1.252 3.789  -0.189
C -1.310 2.310 4.671  -0.071
C -1.037 2.192 6.039  -0.083
C -0.625 0.961 6.538  -0.103
C -0.490 -0.111 5.681  -0.073
C -0.711 0.027 4.304  -0.184
S -0.284 -1.471 3.364  0.520
O -1.486 -1.940 2.700  -0.288
O 0.278 -2.379 4.361  -0.337
O 0.775 -1.032 2.443  -0.432
H -1.637 3.238 4.279  0.086
H -1.136 3.058 6.718  0.099
H -0.405 0.822 7.581  0.087
H -0.113 -1.057 6.052  0.099
S 3.011 0.466 1.419  0.691
C 3.812 1.199 0.067  -0.696
C 5.176 1.488 0.136  -0.147
C 5.870 2.056 -0.925  -0.143
C 5.189 2.358 -2.090  -0.147
C 3.829 2.082 -2.168  -0.155
C 3.127 1.519 -1.109  -0.670
S 1.414 1.161 -1.292  0.675
H 5.628 1.247 1.077  0.076
H 6.923 2.267 -0.827  0.076
H 5.727 2.813 -2.914  0.078
H 3.275 2.326 -3.073  0.085
C -2.864 -2.184 -0.016  0.004
C -1.355 -2.057 -0.083  -0.353
O -0.947 -0.908 0.104  -0.092
C -0.481 -3.164 -0.491  -0.074
C -1.045 -4.383 -0.921  -0.044
C -0.308 -5.379 -1.501  -0.115
C 1.096 -5.179 -1.621  -0.099
C 1.682 -4.023 -1.168  -0.014
C 0.928 -2.967 -0.561  -0.303
O 1.581 -1.918 -0.155  -0.168
H -3.150 -1.364 0.655  0.087
H -3.171 -3.167 0.318  0.076
H -3.213 -2.002 -1.020  0.070
H -2.112 -4.472 -0.817  0.096
H -0.771 -6.281 -1.809  0.069
H 1.745 -5.955 -2.024  0.089
H 2.749 -3.854 -1.257  0.110
C -0.494 -0.244 -4.873  -0.255
S -1.215 -0.554 -3.232  0.899
O -2.466 -1.376 -3.364  -0.533
C -1.753 1.086 -2.819  -0.395
C -1.425 2.225 -3.551  -0.103
C -1.817 3.493 -3.139  -0.084
C -2.535 3.612 -1.957  -0.075
C -2.766 2.505 -1.150  -0.044
C -2.404 1.242 -1.615  -0.067
H -1.153 0.290 -5.574  0.056
H -0.340 -1.263 -5.237  0.044
H 0.449 0.257 -4.671  0.046
H -0.860 2.138 -4.462  0.080
H -1.555 4.356 -3.705  0.086
H -2.819 4.586 -1.638  0.089
H -3.212 2.606 -0.186  0.086
H -2.609 0.404 -0.973  0.087

Properties
net charge	-2
spin multiplicity	4
HOMO level (spin up / spin down)	-1.579 / -1.799	eV

[2]
Molecular formula: C27H23F3IrN3O3PS
Method: DFT, wB97M-V/def2-TZVPD

Each line ends with the Löwdin charge.
Element x y z (Å)
Ir -0.027 -0.061 -0.190  1.044
N -2.151 0.176 -0.461  -0.074
C -2.828 0.254 0.872  -0.093
C -1.838 0.316 2.047  -0.610
O -2.242 0.214 3.171  0.121
O -0.586 0.548 1.708  -0.248
H -2.378 1.000 -1.010  0.098
H -2.510 -0.610 -0.994  0.070
H -3.492 -0.596 1.007  0.128
H -3.436 1.156 0.926  0.136
O -0.087 2.751 0.438  -0.004
N 0.228 1.910 -0.594  -0.216
C 0.607 2.534 -1.638  -0.043
C 1.018 1.983 -2.936  -0.176
C 1.420 2.961 -3.853  -0.019
C 1.824 2.630 -5.134  -0.039
C 1.821 1.303 -5.533  -0.037
C 1.422 0.323 -4.640  -0.073
C 1.028 0.638 -3.343  -0.285
P 0.542 -0.745 -2.276  0.934
C 1.946 -1.891 -2.307  -0.383
C 3.221 -1.415 -2.602  -0.091
C 4.323 -2.249 -2.494  -0.051
C 4.162 -3.564 -2.087  -0.051
C 2.895 -4.046 -1.790  -0.059
C 1.791 -3.215 -1.896  -0.122
C -0.773 -1.520 -3.275  -0.330
C -0.599 -2.700 -3.996  -0.074
C -1.627 -3.195 -4.788  -0.053
C -2.835 -2.521 -4.878  -0.058
C -3.005 -1.322 -4.198  -0.061
C -1.979 -0.827 -3.411  -0.120
H -0.210 2.141 1.211  0.079
H 0.635 3.616 -1.546  0.147
H 1.416 3.999 -3.548  0.121
H 2.134 3.408 -5.818  0.119
H 2.127 1.030 -6.534  0.119
H 1.422 -0.714 -4.955  0.119
H 3.363 -0.384 -2.903  0.109
H 5.309 -1.867 -2.719  0.115
H 5.023 -4.213 -1.996  0.115
H 2.766 -5.070 -1.465  0.115
H 0.812 -3.604 -1.643  0.104
H 0.342 -3.232 -3.962  0.101
H -1.476 -4.111 -5.344  0.115
H -3.633 -2.914 -5.493  0.115
H -3.928 -0.765 -4.299  0.114
H -2.089 0.154 -2.958  0.092
F 3.787 -2.459 2.079  0.130
C 2.992 -3.520 2.212  -0.597
F 2.909 -3.818 3.515  0.166
F 3.593 -4.562 1.607  0.146
C 1.619 -3.297 1.629  -0.092
C 0.709 -4.334 1.686  0.034
C -0.562 -4.198 1.131  -0.020
C -0.890 -2.996 0.549  -0.098
N -0.018 -1.986 0.517  -0.161
C 1.234 -2.105 1.014  -0.601
S 2.086 -0.611 0.692  0.749
H 0.995 -5.263 2.163  0.142
H -1.279 -5.003 1.162  0.119
H -1.864 -2.819 0.108  0.122

Properties
net charge	+1
spin multiplicity	1
HOMO level	-11.137	eV

[3]
Molecular formula: C27H23F5O17
Method: DFT, wB97M-V/def2-TZVPD

Each line ends with the Löwdin charge.
Element x y z (Å)
O 2.025 -2.058 0.083  -0.051
C 1.354 -0.921 -0.131  -0.196
C 2.059 0.452 -0.777  0.029
C 1.267 1.261 -1.788  0.044
C -0.231 0.621 -2.168  -0.175
O -0.673 0.564 -3.428  -0.039
C -1.073 0.026 -0.851  -0.067
C -2.683 0.290 -0.631  -0.098
C -3.464 1.199 -1.763  -0.001
C -5.096 1.543 -1.646  -0.035
C -5.913 0.984 -0.327  -0.048
C -5.172 0.071 0.847  -0.043
C -3.546 -0.277 0.683  -0.008
C -0.282 -0.763 0.176  0.056
H 3.120 0.799 -0.428  0.119
H 1.684 2.259 -2.261  0.106
H -2.938 1.662 -2.728  0.065
H -5.605 2.175 -2.516  0.096
H -7.064 1.270 -0.268  0.080
H -5.741 -0.315 1.799  0.091
H -3.037 -0.902 1.544  0.081
H -0.771 -1.226 1.133  0.115
C 5.344 4.992 -3.377  -0.074
C 4.375 4.231 -4.217  -0.328
O 3.400 3.806 -3.292  0.115
C 3.400 4.756 -2.315  -0.502
O 2.513 4.888 -1.488  0.144
O 4.513 5.550 -2.380  0.080
F 4.958 3.136 -4.754  0.083
H 6.094 4.348 -2.907  0.151
H 5.858 5.774 -3.942  0.148
H 3.900 4.825 -5.005  0.181
C 3.401 -5.628 1.468  -0.064
C 2.465 -4.567 1.937  -0.336
O 2.735 -4.475 3.317  0.148
C 4.043 -4.833 3.447  -0.499
O 4.716 -4.617 4.442  0.130
O 4.513 -5.456 2.324  0.065
F 1.179 -4.953 1.778  0.082
H 2.995 -6.638 1.599  0.151
H 3.687 -5.498 0.421  0.147
H 2.622 -3.591 1.466  0.138
C 5.669 -7.327 5.267  -0.086
C 6.384 -8.609 5.529  -0.329
O 5.447 -9.592 5.152  0.144
C 4.693 -9.008 4.179  -0.495
O 3.963 -9.622 3.419  0.142
O 4.859 -7.651 4.155  0.058
F 6.647 -8.753 6.847  0.080
H 5.033 -7.019 6.103  0.154
H 6.355 -6.510 5.027  0.141
H 7.305 -8.736 4.949  0.177
C -1.608 3.641 -4.367  -0.090
C -2.702 3.524 -5.372  -0.325
O -3.183 4.843 -5.491  0.144
C -2.111 5.638 -5.216  -0.501
O -2.055 6.827 -5.481  0.146
O -1.102 4.938 -4.614  0.075
F -3.704 2.745 -4.906  0.072
H -1.973 3.585 -3.336  0.138
H -0.832 2.884 -4.506  0.130
H -2.373 3.162 -6.353  0.181
C -6.931 4.583 2.798  -0.074
C -6.216 3.301 3.060  -0.334
O -7.153 2.318 2.684  0.126
C -7.907 2.902 1.711  -0.511
O -8.637 2.288 0.950  0.122
O -7.741 4.259 1.686  0.079
F -5.953 3.157 4.378  0.081
H -7.567 4.891 3.634  0.150
H -6.245 5.400 2.559  0.147
H -5.295 3.174 2.480  0.176

Properties
net charge	0
spin multiplicity	1
HOMO level	-8.742	eV

[4]
Molecular formula: C27H23IO11S
Method: DFT, wB97M-V/def2-TZVPD

Each line ends with the Löwdin charge.
Element x y z (Å)
O 5.712 -1.463 -3.765  -0.439
S 5.618 -0.665 -5.017  0.973
O 5.487 -1.796 -6.237  -0.282
O 4.132 0.142 -4.942  -0.341
C 3.061 -0.782 -5.261  -0.293
C 1.686 -0.315 -4.731  -0.282
C 0.623 -1.264 -5.396  -0.628
I -0.254 -0.283 -7.116  0.739
H 5.021 -2.568 -5.895  0.058
H 3.272 -1.745 -4.758  0.111
H 2.998 -0.917 -6.352  0.113
H 1.647 -0.560 -3.656  0.112
H 1.462 0.736 -4.938  0.079
H -0.154 -1.567 -4.687  0.026
H 1.161 -2.166 -5.715  0.048
C -2.343 0.407 -1.079  0.034
C -2.819 1.634 -0.881  0.026
C -2.513 2.737 -1.822  -0.387
O -2.945 3.857 -1.639  0.098
C -1.660 2.424 -2.991  0.040
C -1.185 1.196 -3.187  0.032
C -1.491 0.097 -2.248  -0.358
O -1.053 -1.020 -2.439  0.089
H -2.554 -0.412 -0.402  0.124
H -3.444 1.882 -0.032  0.126
H -1.447 3.242 -3.667  0.127
H -0.558 0.942 -4.031  0.078
C -0.127 -3.306 0.972  0.032
C 0.108 -3.202 -0.335  0.025
C 1.439 -3.518 -0.903  -0.378
O 1.656 -3.421 -2.093  0.101
C 2.497 -3.957 0.036  0.027
C 2.261 -4.062 1.343  0.025
C 0.930 -3.744 1.908  -0.371
O 0.710 -3.838 3.099  0.089
H -1.093 -3.077 1.407  0.119
H -0.652 -2.882 -1.036  0.100
H 3.463 -4.185 -0.397  0.124
H 3.021 -4.379 2.045  0.123
C -1.082 -3.542 6.346  0.029
C -1.529 -3.289 5.116  0.018
C -2.592 -2.288 4.878  -0.382
O -3.000 -2.058 3.756  0.091
C -3.140 -1.576 6.054  0.018
C -2.693 -1.828 7.283  0.020
C -1.629 -2.830 7.522  -0.389
O -1.222 -3.058 8.643  0.105
H -0.306 -4.270 6.540  0.125
H -1.141 -3.797 4.244  0.089
H -3.916 -0.846 5.859  0.120
H -3.082 -1.319 8.156  0.121
C 0.127 7.073 2.614  0.021
C 0.503 5.815 2.835  0.019
C -0.124 4.688 2.108  -0.388
O 0.217 3.540 2.310  0.103
C -1.183 5.011 1.127  0.023
C -1.560 6.269 0.905  0.030
C -0.933 7.396 1.631  -0.388
O -1.274 8.542 1.429  0.108
H 0.572 7.911 3.135  0.122
H 1.277 5.559 3.548  0.122
H -1.629 4.175 0.605  0.098
H -2.333 6.522 0.191  0.125

Properties
net charge	0
spin multiplicity	1
HOMO level	-9.737	eV

| no. | largest force on an atom (eV Å⁻¹) |
| --- | --- |
| 1 | 1.38 |
| 2 | 0.49 |
| 3 | 8.18 |
| 4 | 2.36 |